A structure of composition C19H15BrF9N3O3PtS2. Source: the OMol25 dataset; level of theory: ωB97M-V/def2-TZVPD.

The geometry in XYZ format:
```
53
Properties=species:S:1:pos:R:3:forces:R:3:nbo_charge:R:1
Pt 0.724 0.318 -0.201 2.1 -1.7 -0.1 0.958
Br 2.281 -2.133 -1.889 0.0 -0.1 -0.1 0.123
C 0.433 -2.398 -1.652 -0.1 0.3 0.3 0.176
C -0.165 -3.540 -2.149 0.1 0.0 0.0 -0.273
C -1.514 -3.725 -1.911 -0.1 -0.1 -0.1 -0.135
C -2.222 -2.775 -1.198 0.0 0.0 0.0 -0.216
C -1.559 -1.660 -0.726 0.3 -0.1 -0.1 0.110
N -0.240 -1.480 -0.953 0.0 0.2 -0.1 -0.490
C -2.298 -0.614 0.119 -0.2 0.2 0.1 0.742
O -3.501 -0.788 0.310 0.2 -0.2 -0.1 -0.675
O -1.560 0.313 0.544 -0.8 0.1 0.3 -0.838
H 0.424 -4.261 -2.696 0.0 0.0 0.0 0.242
H -2.004 -4.621 -2.270 0.0 0.0 0.0 0.227
H -3.277 -2.871 -0.985 0.0 0.1 0.0 0.261
F 3.179 -4.033 4.757 0.0 0.0 0.0 -0.316
C 2.566 -2.878 5.065 0.0 -0.1 0.0 0.968
F 1.555 -3.166 5.894 0.0 0.0 0.0 -0.314
F 3.448 -2.131 5.745 0.0 0.0 0.0 -0.314
C 2.099 -2.171 3.819 0.0 0.0 0.0 -0.091
C 3.033 -1.837 2.849 -0.1 -0.1 0.0 -0.221
C 2.592 -1.185 1.716 0.2 0.0 -0.1 0.068
N 1.306 -0.883 1.533 -0.9 1.0 -0.2 -0.457
C 0.407 -1.214 2.459 -0.1 -0.1 0.1 0.048
C 0.765 -1.865 3.629 0.1 -0.1 -0.1 -0.178
H 4.076 -2.094 2.971 0.0 0.1 0.0 0.244
H 3.273 -0.898 0.927 0.0 0.1 0.0 0.234
H -0.620 -0.941 2.249 0.1 0.1 0.0 0.251
H 0.020 -2.140 4.361 0.0 0.1 0.0 0.241
S 1.957 2.109 0.819 -0.3 -0.5 -0.6 -0.094
C 0.343 2.517 1.220 -0.2 0.4 0.3 -0.018
N -0.416 3.287 0.476 -0.2 0.2 0.1 -0.568
C -1.695 3.731 1.013 -0.1 0.0 0.0 -0.225
C -2.025 2.799 2.176 0.0 -0.2 0.1 -0.540
S -0.422 2.144 2.730 0.2 0.0 0.1 0.355
H -0.056 3.637 -0.399 0.1 0.0 -0.1 0.448
H -2.463 3.675 0.243 0.0 0.0 0.0 0.230
H -1.604 4.766 1.351 0.0 0.0 0.0 0.204
H -2.628 1.952 1.860 0.0 0.0 -0.1 0.274
H -2.495 3.320 3.006 0.0 0.1 0.0 0.235
C -1.330 1.602 -2.527 0.1 0.0 0.0 -0.635
C 0.119 1.473 -3.009 -0.3 0.2 0.0 0.106
O 0.958 0.793 -2.171 -0.2 0.6 0.3 -0.787
C 0.097 0.698 -4.352 0.0 -0.2 0.1 0.960
F 1.289 0.661 -4.955 0.0 0.0 0.0 -0.314
F -0.784 1.200 -5.234 0.0 0.0 0.0 -0.326
F -0.273 -0.577 -4.122 0.0 0.0 0.0 -0.332
C 0.680 2.898 -3.274 0.1 -0.1 0.0 0.957
F 1.962 2.901 -3.614 0.1 0.0 0.0 -0.302
F 0.582 3.661 -2.149 0.0 0.0 0.0 -0.359
F 0.006 3.566 -4.224 -0.1 0.0 0.0 -0.324
H -1.767 0.607 -2.457 0.0 0.0 0.0 0.229
H -1.933 2.213 -3.197 0.0 0.0 0.0 0.231
H -1.326 2.037 -1.530 -0.1 -0.1 0.0 0.222
```
Forces are in eV/Å.

Computed properties:
spin multiplicity	1
HOMO level	-7.907	eV
HOMO-LUMO gap	7.37	eV
LUMO level	-0.54	eV

A structure of composition C5H20InN10O5. Source: the OMol25 dataset; level of theory: ωB97M-V/def2-TZVPD.

The geometry in XYZ format:
```
41
Properties=species:S:1:pos:R:3:forces:R:3:nbo_charge:R:1
In 0.361 -0.596 1.636 -1.1 1.0 -2.3 1.630
C 1.936 -0.130 -2.158 -0.5 -1.1 1.2 0.775
O 1.442 -0.239 -1.000 0.3 0.3 0.1 -0.668
N 1.285 0.328 -3.223 0.2 0.5 -1.1 -0.797
N 3.128 -0.745 -2.411 -0.9 0.7 0.4 -0.762
H 0.491 0.946 -3.231 -0.1 -0.2 0.5 0.428
H 1.825 0.357 -4.076 -0.1 0.2 -0.1 0.419
H 3.555 -1.117 -1.575 0.3 -0.3 -0.4 0.428
H 3.179 -1.185 -3.316 0.8 -0.2 0.1 0.418
C -1.011 2.902 0.194 -0.7 0.1 2.4 0.782
O -0.752 1.683 0.340 0.5 -0.9 -1.1 -0.621
N -0.701 3.691 -0.841 0.2 -0.8 0.3 -0.772
N -1.690 3.543 1.196 0.6 1.3 -0.5 -0.791
H -0.946 4.661 -0.753 0.0 0.2 -0.6 0.428
H -0.158 3.347 -1.612 0.1 0.2 0.0 0.424
H -2.005 3.170 2.074 0.2 -0.8 -0.2 0.431
H -1.487 4.531 1.252 -0.5 0.1 0.0 0.396
C 1.037 -3.610 -0.873 2.8 -0.6 -0.4 0.775
O 1.026 -2.920 0.174 -0.7 1.1 1.2 -0.574
N 0.663 -3.234 -2.103 -0.7 0.3 0.9 -0.802
N 1.814 -4.725 -0.794 -1.0 0.1 -0.2 -0.761
H 0.389 -2.268 -2.199 -0.3 -0.1 -0.3 0.434
H 0.695 -3.894 -2.862 0.0 0.2 -0.2 0.435
H 2.057 -5.240 -1.626 0.1 -0.1 0.1 0.423
H 2.113 -5.079 0.100 -0.1 0.0 0.0 0.439
C 0.446 2.454 4.151 0.7 0.0 1.6 0.774
O -0.005 1.682 3.262 0.0 -0.7 -1.2 -0.695
N 1.040 3.636 3.874 -0.7 -0.4 -0.5 -0.760
N 0.379 2.129 5.454 -0.2 -0.3 -0.8 -0.754
H 1.159 4.279 4.640 0.1 0.3 -0.1 0.423
H 0.828 4.020 2.967 0.3 0.1 0.0 0.412
H 0.768 2.713 6.174 0.0 -0.1 0.2 0.429
H -0.017 1.233 5.683 0.0 0.1 0.3 0.426
C -2.409 -1.891 -0.809 -1.1 0.0 -1.0 0.789
O -1.343 -1.427 -0.335 1.2 -0.6 0.7 -0.677
N -3.497 -1.117 -0.945 -0.1 0.6 0.1 -0.774
N -2.580 -3.135 -1.340 0.4 0.6 0.6 -0.796
H -4.186 -1.316 -1.653 -0.1 -0.2 0.2 0.425
H -3.446 -0.150 -0.669 0.1 -0.1 0.1 0.418
H -1.850 -3.823 -1.376 0.1 0.1 0.2 0.417
H -3.531 -3.462 -1.394 0.0 -0.2 -0.2 0.428
```
Forces are in eV/Å.

Computed properties:
spin multiplicity	1
net charge	+3
HOMO level	-18.710	eV
HOMO-LUMO gap	3.79	eV
LUMO level	-14.92	eV

A structure of composition C7H15N2O. Source: the OMol25 dataset; level of theory: ωB97M-V/def2-TZVPD.

The geometry in XYZ format:
```
25
Properties=species:S:1:pos:R:3:forces:R:3:nbo_charge:R:1
C -1.376 -1.867 1.641 -1.9 -3.0 -0.7 0.376
C 1.220 1.990 -1.984 -1.2 2.4 -0.4 -0.385
C 1.935 0.861 -1.443 3.5 -2.3 0.3 -0.396
C 0.716 1.261 -0.747 -2.2 -0.1 -1.4 -0.181
C 0.624 2.026 0.454 0.9 3.8 0.0 -0.649
C 0.296 -1.207 0.175 1.3 2.7 -3.6 -0.358
C -0.388 0.309 -0.960 1.9 -3.1 3.5 0.273
N -2.261 -2.796 2.165 0.9 3.2 0.3 -0.757
N -0.628 -2.140 0.580 -1.6 0.5 2.8 -0.481
O -1.625 0.409 -0.439 -0.8 -0.1 -1.3 -0.676
H -1.326 -0.860 2.062 0.0 -0.5 0.0 0.235
H 1.459 3.100 -1.695 -0.1 -2.4 -1.2 0.245
H 0.693 1.740 -2.905 0.0 0.9 0.1 0.228
H 1.820 -0.158 -1.978 0.6 1.9 0.7 0.220
H 2.967 1.055 -1.007 -1.5 -0.6 -0.3 0.246
H 0.371 3.107 0.393 -0.3 -0.6 -0.7 0.234
H 1.534 2.123 0.918 2.8 0.1 1.0 0.242
H 0.102 1.722 1.260 -2.5 -1.9 2.4 0.210
H 0.984 -1.670 -0.488 0.6 -0.5 -0.6 0.212
H 0.910 -0.681 0.872 -0.2 0.1 1.1 0.216
H -0.281 -0.130 -1.894 -0.8 -0.9 -1.8 0.183
H -2.994 -2.566 2.817 0.4 1.0 0.2 0.425
H -2.401 -3.737 1.952 0.7 -1.7 -1.3 0.418
H -0.687 -3.014 0.078 -0.2 -0.1 0.2 0.435
H -1.662 1.123 0.172 -0.1 1.2 0.8 0.486
```
Forces are in eV/Å.

Computed properties:
spin multiplicity	1
net charge	+1
HOMO level	-11.791	eV
HOMO-LUMO gap	8.23	eV
LUMO level	-3.56	eV

An isolated molecule of C2H2N2O2S. Source: the OMol25 dataset; level of theory: ωB97M-V/def2-TZVPD.

The geometry in XYZ format:
```
9
Properties=species:S:1:pos:R:3:forces:R:3:nbo_charge:R:1
N 3.308 -0.491 0.265 0.4 -0.3 0.1 -0.286
C 2.392 0.144 -0.006 -1.5 1.1 -0.4 0.048
S 1.000 1.129 -0.412 -0.3 -2.6 0.7 0.318
C -0.275 -0.318 -0.097 -0.3 -1.8 0.1 -0.399
N -1.646 0.299 0.071 1.3 1.1 -0.6 0.508
O -1.892 0.746 1.154 -0.3 0.0 1.3 -0.355
O -2.319 0.448 -0.911 -0.6 -0.4 -0.9 -0.357
H -0.176 -0.877 0.911 0.7 1.1 -1.8 0.264
H -0.392 -1.081 -0.976 0.7 1.7 1.5 0.258
```
Forces are in eV/Å.

Computed properties:
spin multiplicity	1
SMILES string	N#CSC[N+](=O)[O-]
HOMO level	-10.810	eV
HOMO-LUMO gap	9.85	eV
LUMO level	-0.96	eV

An isolated molecule of C4H8N2O2. Source: the OMol25 dataset; level of theory: ωB97M-V/def2-TZVPD.

The geometry in XYZ format:
```
16
Properties=species:S:1:pos:R:3:forces:R:3:nbo_charge:R:1
H -1.399 0.675 -1.958 -0.2 0.0 0.4 0.421
N -1.440 0.254 -1.041 -1.1 -0.8 -1.3 -0.876
C -0.568 -0.505 -0.486 -0.8 1.5 1.1 0.570
C -0.860 -1.906 -0.066 0.6 -0.4 -0.5 -0.696
N 0.474 0.204 0.047 -1.0 0.3 -0.4 -0.484
C 1.188 -0.194 1.243 0.6 0.3 0.2 -0.427
C 0.138 1.634 -0.207 3.5 0.4 0.6 0.941
O 0.340 2.440 0.678 -1.3 -0.7 -0.3 -0.607
O 0.264 2.036 -1.507 -0.1 -0.4 -0.1 -0.708
H 0.049 -2.502 -0.025 0.0 -0.2 0.0 0.223
H -1.562 -2.330 -0.782 0.0 0.0 0.1 0.250
H -1.313 -1.922 0.925 0.0 0.2 0.0 0.246
H 2.077 -0.756 0.958 0.1 0.1 0.2 0.202
H 1.461 0.713 1.785 0.1 -0.1 -0.1 0.247
H 0.600 -0.800 1.933 -0.2 0.0 -0.2 0.198
H 0.551 2.961 -1.496 -0.1 0.0 0.3 0.499
```
Forces are in eV/Å.

Computed properties:
spin multiplicity	1
SMILES string	[H]/N=C(/C)N(C)C(=O)O
HOMO level	-8.334	eV
HOMO-LUMO gap	8.94	eV
LUMO level	0.61	eV

A structure of composition C5H5ClO2. Source: the OMol25 dataset; level of theory: ωB97M-V/def2-TZVPD.

The geometry in XYZ format:
```
13
Properties=species:S:1:pos:R:3:forces:R:3:nbo_charge:R:1
C -2.058 -0.609 -1.237 -0.8 -2.4 2.1 -0.363
C 0.318 -0.190 -0.426 0.0 3.2 -2.3 0.573
C 1.335 0.759 -0.423 0.2 -0.1 2.7 -0.374
C 1.839 0.757 1.057 -2.4 -1.8 -1.6 -0.116
C 0.893 -0.044 1.746 1.1 0.3 0.1 0.036
H -3.164 0.019 -1.743 4.4 -1.5 1.1 0.247
H -2.170 -1.920 -1.586 0.1 4.4 1.4 0.222
H -2.118 -0.411 0.156 0.0 -0.9 -4.8 0.227
H 1.563 1.645 -1.084 -0.2 -1.8 0.4 0.256
H 0.582 -0.323 2.841 1.2 0.6 -2.5 0.237
O -0.503 -0.371 -1.611 -2.1 -0.2 3.4 -0.532
O 0.043 -0.655 0.809 0.0 0.3 -0.1 -0.445
Cl 3.440 1.344 1.500 -1.6 -0.1 0.1 0.032
```
Forces are in eV/Å.

Computed properties:
spin multiplicity	1
HOMO level	-8.701	eV
HOMO-LUMO gap	9.24	eV
LUMO level	0.54	eV

- Which value of spin multiplicity does entry 6 give?
  1